1.
Formula: C10H21ClNO2P2PmS
Source: the OMol25 dataset
Level of theory: ωB97M-V/def2-TZVPD

Geometry as XYZ:
```
39
Properties=species:S:1:pos:R:3:forces:R:3
C 1.777584 -1.973609 -5.899619 -0.040 -0.145 0.048
C 1.723756 -1.465953 -4.491237 -0.362 -1.576 1.364
H 1.551895 -3.046738 -5.880787 0.070 0.331 -0.013
H 2.767137 -1.808643 -6.344865 -0.217 0.076 0.182
H 1.038295 -1.443297 -6.511626 0.176 -0.044 0.119
O 1.482116 -2.113190 -3.494914 0.315 1.463 -1.506
Cl 2.053148 0.292691 -4.320620 -0.121 0.065 0.115
Pm 0.219272 0.529551 -0.362206 -0.247 0.935 0.675
P 2.576425 -0.381327 0.685055 1.397 -0.387 1.030
C 2.947406 -1.558630 2.052534 0.035 -0.285 0.212
C 3.534824 -0.848097 -0.812357 -0.132 -0.142 0.291
H 4.608061 -0.869051 -0.581531 -0.239 0.019 -0.148
H 4.348462 1.215423 1.372787 -0.225 -0.090 -0.164
H 3.341759 -0.103218 -1.604631 0.169 -0.341 0.171
H 3.094287 1.991517 0.375885 0.097 -0.058 0.252
H 2.582751 -2.569160 1.785719 0.123 0.506 0.058
H 3.201618 -1.844374 -1.148252 0.189 0.409 -0.005
C 3.267814 1.264520 1.185798 -0.236 -0.259 0.068
H 4.021402 -1.654988 2.313724 -0.511 0.276 -0.425
H 2.776390 1.612277 2.107598 0.079 -0.090 -0.364
H 2.422478 -1.241163 2.974140 0.131 -0.050 -0.527
P -2.498942 0.409696 -0.839511 -1.750 0.004 -0.229
C -3.869459 -0.493192 0.007342 -0.094 -0.225 0.135
C -2.875757 2.215945 -0.662918 0.124 -0.357 0.137
H -1.834265 0.679386 -3.158005 -0.318 -0.214 -0.001
H -3.606800 0.414541 -3.042533 0.302 -0.086 0.051
H -2.476651 -0.975178 -2.839535 -0.075 0.442 -0.047
C -2.628212 0.101742 -2.652783 -0.029 -0.138 0.300
H -2.099543 2.795259 -1.189268 -0.253 0.007 0.193
H -3.850306 2.468920 -1.099471 0.237 -0.147 -0.010
H -4.886207 -0.256560 -0.369774 0.728 0.087 -0.030
H -3.857118 -0.248768 1.087155 0.128 -0.096 -0.507
H -2.888611 2.485242 0.403876 0.113 -0.057 -0.370
H -3.722660 -1.585684 -0.102351 0.005 0.554 0.053
C -0.507177 -1.650189 0.972605 -1.747 -2.358 4.025
O -0.894280 -2.252760 1.885194 1.684 2.414 -3.992
S -1.484646 1.087773 4.230319 0.762 -0.070 -2.053
C -0.892432 1.161206 2.743014 -0.212 0.495 0.908
N -0.428396 1.295457 1.619201 -0.057 -0.868 0.004
```
Positions in Å, forces in eV/Å.

Its total energy is -2747.78202 Eh. The calculation puts the LUMO energy (alpha / beta) at -7.6768 / -7.1729 eV. Its spin multiplicity is 5. As for the total charge: +2. Its expectation value of S² is 6.009.

Atom charges from the Löwdin analysis, given in e for atoms 1 to 4: atom 1 (C): -0.05, atom 2 (C): -0.80, atom 3 (H): 0.10, atom 4 (H): 0.10

2.
Formula: C10H21ClNO9Pt
Source: the OMol25 dataset
Level of theory: ωB97M-V/def2-TZVPD

Geometry as XYZ:
```
43
Properties=species:S:1:pos:R:3:forces:R:3
Pt 0.068437 -0.251483 -0.004288 1.934 1.112 -0.322
Cl 1.570567 1.479021 3.097171 0.591 0.548 0.024
O 2.322049 0.440587 3.748255 -0.042 -0.023 -0.137
O 2.432804 2.465800 2.502534 -0.148 -0.263 0.278
O 0.758815 0.888929 2.037587 -0.610 -0.215 -0.127
O 0.681629 2.101241 4.048211 -0.197 -0.001 -0.026
O 3.958834 -1.168435 -2.908932 -0.269 -0.129 0.833
C 3.328284 -1.889027 -1.931163 1.011 0.685 -2.067
C 2.741074 -1.076701 -0.762633 0.379 -0.570 0.814
O 1.906334 -0.011896 -1.099199 -1.117 -0.600 0.700
H 4.017517 -2.661229 -1.513870 0.000 -0.134 0.750
H 2.554894 -2.516638 -2.439851 -0.576 -0.050 0.453
H 3.522234 -0.796682 -0.028423 0.370 0.604 -0.666
H 2.254154 -1.810149 -0.064819 -0.451 -0.283 -0.450
N -0.690751 1.655308 -0.843582 -0.558 1.411 -0.651
C -1.246369 1.628458 -2.065806 0.462 -1.404 -0.854
C -1.800934 2.681235 -2.739782 -0.130 1.080 0.487
C -1.849691 3.913376 -2.086650 -0.875 0.130 -0.095
C -1.295161 4.016232 -0.839481 0.969 -1.256 0.772
C -0.694639 2.867901 -0.276371 0.093 0.384 0.187
H -1.191705 0.686356 -2.605521 0.060 -0.130 0.369
H -2.197871 2.585559 -3.738871 0.004 -0.254 0.010
H -2.435082 4.734338 -2.487651 0.357 0.076 -0.250
H -1.230356 4.900736 -0.224267 -0.255 0.252 -0.274
H -0.193311 2.986015 0.676668 0.021 -0.379 0.098
C -0.101299 -2.838409 -1.979371 0.716 -0.641 0.163
O -0.854854 -1.754512 -1.406708 -0.618 -0.895 -1.036
H 0.169061 -2.694349 -3.023952 -0.118 0.470 0.045
H 0.825758 -2.945844 -1.418873 -0.020 0.174 -0.110
H -0.636031 -3.790013 -1.907515 -0.251 0.154 0.144
H -1.764330 -2.066584 -1.400716 -0.077 0.462 0.190
C -2.568665 0.706152 1.757622 -1.138 -0.507 0.069
O -2.059834 -0.343857 0.909004 -0.865 0.229 0.694
H -3.396323 0.295538 2.349723 0.256 -0.036 0.205
H -1.807633 1.073282 2.437877 0.272 0.121 -0.299
H -3.061393 1.468077 1.150665 0.550 0.306 -0.052
H -2.738440 -1.024275 0.885380 0.214 -0.144 -0.121
C -0.090556 -2.250652 2.674922 -0.208 -0.054 0.000
O 0.370444 -2.095080 1.330783 -0.104 -0.922 0.275
H -1.178428 -2.173353 2.644964 0.069 0.287 0.132
H 0.120152 -3.248504 3.066372 0.256 0.027 -0.129
H 0.355874 -1.492035 3.316925 -0.091 0.031 0.006
H 1.124756 -2.674450 1.163651 0.136 0.347 -0.035
```
Positions in Å, forces in eV/Å.

Its total energy is -1704.57338 Eh. The calculation puts the LUMO energy (alpha / beta) at 1.4029 / 1.3871 eV. Its spin multiplicity is 3. As for the total charge: -1. Its expectation value of S² is 2.007.

Atom charges from the natural (NBO) analysis, given in e for atoms 1 to 4: atom 1 (Pt): 1.26, atom 2 (Cl): 2.56, atom 3 (O): -0.85, atom 4 (O): -0.84

3.
Formula: C10H21F2NO7S3
Source: the OMol25 dataset
Level of theory: ωB97M-V/def2-TZVPD

Geometry as XYZ:
```
44
Properties=species:S:1:pos:R:3:forces:R:3
C -8.618762 -3.582271 2.344500 -0.646 -0.880 0.195
O -7.911358 -2.612745 3.119776 0.906 0.204 -0.553
C -7.013057 -1.871064 2.329706 -1.479 -0.662 -0.910
N -5.666175 -1.721752 2.983080 0.880 1.488 -0.500
F -5.326376 -2.831076 3.716716 -0.097 -0.448 -0.066
S -4.533608 -1.692483 1.646264 -0.195 -2.017 -4.029
O -4.997679 -0.776540 0.585324 1.142 -1.132 3.396
O -4.337645 -3.083193 1.189620 0.288 3.149 1.758
F -3.152142 -1.129373 2.276584 -2.190 -0.701 -0.377
H -9.436558 -3.129922 1.733407 0.587 -0.147 0.481
H -9.061052 -4.293918 3.078223 0.206 0.609 -0.546
H -7.968515 -4.181531 1.668598 -0.129 0.529 0.455
H -7.431833 -0.853939 2.170478 0.736 -0.444 0.143
H -6.907371 -2.394406 1.348561 0.003 0.470 0.579
C -1.538247 1.177716 -0.649380 -0.084 -0.073 -0.056
C -1.093019 -0.210049 -0.179633 -0.040 0.023 0.120
C -0.021808 -0.703954 -1.156802 -0.242 -0.388 0.256
S 0.770657 0.762619 -1.812777 -0.031 0.072 0.076
O 0.484608 0.849417 -3.224346 0.284 0.002 0.166
O 2.119494 0.848283 -1.299182 -0.072 0.004 -0.342
C -0.255478 1.943433 -0.951943 -0.326 0.220 0.193
H -2.139802 1.686756 0.104044 0.014 -0.011 -0.045
H -2.141219 1.084563 -1.556582 0.021 0.048 0.035
H -0.668472 -0.135275 0.825144 -0.011 0.002 -0.041
H -1.929945 -0.906187 -0.129777 0.060 0.004 -0.036
H 0.723478 -1.323433 -0.661208 0.085 0.063 -0.164
H -0.461425 -1.249446 -1.991241 0.093 0.107 -0.057
H -0.413529 2.820090 -1.577338 0.162 -0.065 -0.071
H 0.261223 2.225157 -0.033381 0.050 -0.026 -0.066
C 5.390585 1.323148 -0.677777 -0.079 0.049 0.130
C 6.033676 2.693115 -0.441858 -0.077 0.028 -0.020
C 7.550290 2.516815 -0.567902 -0.137 0.440 0.316
S 7.801649 1.136885 -1.683275 -0.126 0.017 -0.255
O 8.417036 0.057111 -0.947924 0.107 0.134 -0.207
O 8.348600 1.622946 -2.928712 0.176 -0.246 0.235
C 6.073142 0.753716 -1.915156 -0.406 -0.053 0.093
H 4.312434 1.399630 -0.815951 0.091 -0.060 -0.013
H 5.576277 0.675025 0.183636 0.006 -0.012 -0.057
H 5.680497 3.396158 -1.201110 0.014 -0.044 0.019
H 5.765289 3.102627 0.532823 0.031 0.001 -0.045
H 8.028424 3.403128 -0.981118 0.136 -0.154 -0.036
H 8.005185 2.262143 0.388957 0.046 -0.098 -0.102
H 5.944418 -0.321557 -2.021817 0.167 0.022 -0.058
H 5.738115 1.263633 -2.819252 0.075 -0.025 0.006
```
Positions in Å, forces in eV/Å.

Its total energy is -2369.18871 Eh. The calculation puts the LUMO energy at -0.1075 eV.

Atom charges from the natural (NBO) analysis, given in e for atoms 1 to 4: atom 1 (C): -0.26, atom 2 (O): -0.52, atom 3 (C): 0.05, atom 4 (N): -0.22